(1)
DFT (wB97M-V/def2-TZVPD) results for 13 unconnected molecules or ions with the total composition C48H88Cl5N16 at a distorted geometry.

Last columns: bonded neighbours and bond lengths (Å).
Element x y z (Å)
1 C 2.62809 -0.56461 6.22731  C2 1.525, H9 1.090, H10 1.090, H11 1.094
2 C 2.42604 -2.06893 6.37488  C1 1.525, N3 1.462, H12 1.091, H13 1.086
3 N 1.02611 -2.39685 6.63760  C2 1.462, C4 1.370, C7 1.326
4 C 0.10198 -2.77355 5.69859  N3 1.370, C5 1.350, H14 1.081
5 C -1.06955 -2.87095 6.36295  C4 1.350, N6 1.364, H15 1.078
6 N -0.82978 -2.66606 7.68988  C5 1.364, C7 1.337, C8 1.470
7 C 0.45170 -2.31222 7.82923  N3 1.326, N6 1.337, H16 1.076
8 C -1.81315 -2.81925 8.77235  N6 1.470, H17 1.085, H18 1.084, H19 1.091
9 H 2.17718 -0.16243 5.32023  C1 1.090
10 H 3.68992 -0.32523 6.27711  C1 1.090
11 H 2.19638 -0.03701 7.08247  C1 1.094
12 H 2.99529 -2.40118 7.24365  C2 1.091
13 H 2.83069 -2.60536 5.52115  C2 1.086
14 H 0.25099 -2.82788 4.62949  C4 1.081
15 H -2.02691 -3.19602 5.98892  C5 1.078
16 H 0.90613 -2.08142 8.77723  C7 1.076
17 H -2.76090 -3.01647 8.28322  C8 1.085
18 H -1.74856 -1.97783 9.45335  C8 1.084
19 H -1.55649 -3.72581 9.32168  C8 1.091
20 C 2.63836 3.33362 2.72670  C21 1.528, H28 1.086, H29 1.091, H30 1.098
21 C 3.83224 4.21884 3.08175  C20 1.528, N22 1.456, H31 1.089, H32 1.089
22 N 4.83387 4.31676 2.02922  C21 1.456, C23 1.378, C26 1.331
23 C 5.46570 5.48316 1.65503  N22 1.378, C24 1.350, H33 1.076
24 C 6.08345 5.23224 0.48120  C23 1.350, N25 1.373, H34 1.076
25 N 5.98856 3.87906 0.27156  C24 1.373, C26 1.322, C27 1.449
26 C 5.14511 3.36641 1.15073  N22 1.331, N25 1.322, H35 1.076
27 C 6.69876 3.17930 -0.78030  N25 1.449, H36 1.095, H37 1.086, H38 1.087
28 H 1.79134 3.41217 3.40245  C20 1.086
29 H 2.91795 2.28613 2.60204  C20 1.091
30 H 2.27306 3.63794 1.73747  C20 1.098
31 H 4.25905 3.84615 4.01132  C21 1.089
32 H 3.41562 5.21956 3.18276  C21 1.089
33 H 5.24064 6.40790 2.15673  C23 1.076
34 H 6.48524 5.96980 -0.19099  C24 1.076
35 H 4.92722 2.31822 1.25392  C26 1.076
36 H 6.07391 3.02238 -1.66563  C27 1.095
37 H 7.02631 2.21451 -0.40447  C27 1.086
38 H 7.54779 3.71477 -1.19752  C27 1.087
39 C 0.04021 0.14767 2.38726  C40 1.523, H47 1.092, H48 1.090, H49 1.100
40 C 0.52176 -0.85673 1.34822  C39 1.523, N41 1.462, H50 1.092, H51 1.089
41 N 0.22287 -0.60161 -0.05955  C40 1.462, C42 1.394, C45 1.322
42 C 0.53076 0.57653 -0.73840  N41 1.394, C43 1.350, H52 1.075
43 C -0.03461 0.46510 -1.95900  C42 1.350, N44 1.361, H53 1.082
44 N -0.58699 -0.77482 -2.05244  C43 1.361, C45 1.340, C46 1.452
45 C -0.32690 -1.44151 -0.91963  N41 1.322, N44 1.340, H54 1.086
46 C -1.25196 -1.50099 -3.11966  N44 1.452, H55 1.090, H56 1.085, H57 1.093
47 H 0.59547 -0.13788 3.28259  C39 1.092
48 H -1.01965 0.13662 2.64035  C39 1.090
49 H 0.26245 1.16801 2.04177  C39 1.100
50 H 0.01103 -1.78009 1.62955  C40 1.092
51 H 1.59320 -1.03716 1.42456  C40 1.089
52 H 1.17964 1.28849 -0.26192  C42 1.075
53 H -0.06384 1.17411 -2.77546  C43 1.082
54 H -0.68419 -2.41491 -0.59662  C45 1.086
55 H -0.91015 -1.08423 -4.06748  C46 1.090
56 H -2.30456 -1.69746 -2.94164  C46 1.085
57 H -0.75400 -2.47425 -3.10811  C46 1.093
58 C -2.12668 6.46226 2.52771  C59 1.522, H66 1.104, H67 1.083, H68 1.090
59 C -0.76977 5.80434 2.73343  C58 1.522, N60 1.480, H69 1.086, H70 1.093
60 N -0.10444 5.54385 1.43735  C59 1.480, C61 1.386, C64 1.324
61 C -0.32028 4.46550 0.59310  N60 1.386, C62 1.355, H71 1.078
62 C 0.65436 4.53796 -0.34511  C61 1.355, N63 1.372, H72 1.082
63 N 1.39527 5.67056 -0.12144  C62 1.372, C64 1.335, C65 1.469
64 C 0.80326 6.32871 0.87805  N60 1.324, N63 1.335, H73 1.078
65 C 2.54438 6.09218 -0.93375  N63 1.469, H74 1.089, H75 1.090, H76 1.083
66 H -2.87241 5.66803 2.70422  C58 1.104
67 H -2.35169 6.83379 1.53511  C58 1.083
68 H -2.47795 7.10274 3.33618  C58 1.090
69 H -0.68793 4.87568 3.29023  C59 1.086
70 H -0.11347 6.54302 3.19978  C59 1.093
71 H -0.84117 3.59492 0.95676  C61 1.078
72 H 0.97945 3.89475 -1.15250  C62 1.082
73 H 1.04311 7.31347 1.24525  C64 1.078
74 H 3.29062 5.31525 -0.77260  C65 1.089
75 H 3.01261 6.99028 -0.53016  C65 1.090
76 H 2.20291 6.26513 -1.94664  C65 1.083
77 C -4.91384 -8.92608 -2.68771  C78 1.526, H85 1.091, H86 1.089, H87 1.087
78 C -4.08627 -7.75359 -3.20638  C77 1.526, N79 1.480, H88 1.089, H89 1.088
79 N -4.85781 -6.49598 -3.32622  C78 1.480, C80 1.372, C83 1.324
80 C -6.02861 -6.33409 -4.02263  N79 1.372, C81 1.350, H90 1.076
81 C -6.21118 -5.01456 -4.24444  C80 1.350, N82 1.380, H91 1.075
82 N -5.12144 -4.38056 -3.68363  C81 1.380, C83 1.330, C84 1.458
83 C -4.33267 -5.29672 -3.12835  N79 1.324, N82 1.330, H92 1.079
84 C -4.96021 -2.94144 -3.51506  N82 1.458, H93 1.088, H94 1.083, H95 1.093
85 H -5.83600 -8.67533 -2.16200  C77 1.091
86 H -4.30333 -9.41575 -1.93090  C77 1.089
87 H -5.18470 -9.62039 -3.47872  C77 1.087
88 H -3.67017 -7.93570 -4.19639  C78 1.089
89 H -3.23549 -7.55688 -2.55784  C78 1.088
90 H -6.69257 -7.14480 -4.26723  C80 1.076
91 H -6.94813 -4.50321 -4.83654  C81 1.075
92 H -3.39027 -5.01813 -2.68188  C83 1.079
93 H -4.21053 -2.69589 -2.76598  C84 1.088
94 H -5.88927 -2.44473 -3.26303  C84 1.083
95 H -4.48996 -2.58363 -4.43400  C84 1.093
96 C 7.70311 -3.40790 -4.00110  C97 1.517, H104 1.086, H105 1.088, H106 1.095
97 C 7.16191 -3.38264 -2.58461  C96 1.517, N98 1.463, H107 1.090, H108 1.090
98 N 6.12337 -2.38372 -2.33392  C97 1.463, C99 1.381, C102 1.327
99 C 6.16825 -1.38146 -1.38487  N98 1.381, C100 1.362, H109 1.076
100 C 4.94618 -0.78245 -1.42344  C99 1.362, N101 1.360, H110 1.076
101 N 4.32662 -1.18525 -2.56542  C100 1.360, C102 1.335, C103 1.459
102 C 5.04012 -2.19180 -3.07529  N98 1.327, N101 1.335, H111 1.080
103 C 3.01097 -0.88583 -3.12115  N101 1.459, H112 1.082, H113 1.100, H114 1.086
104 H 8.52909 -4.10533 -4.10847  C96 1.086
105 H 7.95096 -2.44654 -4.44622  C96 1.088
106 H 6.89092 -3.80957 -4.61654  C96 1.095
107 H 7.96838 -3.20915 -1.87186  C97 1.090
108 H 6.74534 -4.35180 -2.30973  C97 1.090
109 H 6.85964 -1.36338 -0.56055  C99 1.076
110 H 4.54147 -0.07132 -0.72541  C100 1.076
111 H 4.66839 -2.89710 -3.80419  C102 1.080
112 H 2.47115 -0.12880 -2.56814  C103 1.082
113 H 2.41758 -1.81078 -3.07377  C103 1.100
114 H 3.09623 -0.67899 -4.18381  C103 1.086
115 C -1.47961 1.16687 5.98488  C116 1.525, H123 1.088, H124 1.100, H125 1.091
116 C -2.81886 1.57650 6.58961  C115 1.525, N117 1.458, H126 1.086, H127 1.090
117 N -3.63910 0.43217 6.96834  C116 1.458, C118 1.380, C121 1.330
118 C -4.28281 0.17003 8.16050  N117 1.380, C119 1.354, H128 1.076
119 C -4.98727 -0.97146 7.97729  C118 1.354, N120 1.375, H129 1.076
120 N -4.81028 -1.35408 6.66854  C119 1.375, C121 1.327, C122 1.488
121 C -4.00621 -0.48222 6.07429  N117 1.330, N120 1.327, H130 1.080
122 C -5.27567 -2.63009 6.06000  N120 1.488, H131 1.085, H132 1.085, H133 1.087
123 H -0.93255 2.05150 5.66475  C115 1.088
124 H -1.62782 0.58102 5.06630  C115 1.100
125 H -0.90381 0.47295 6.59874  C115 1.091
126 H -3.36205 2.22984 5.91246  C116 1.086
127 H -2.54347 2.09364 7.50933  C116 1.090
128 H -4.17588 0.83492 8.99921  C118 1.076
129 H -5.58246 -1.53513 8.67442  C119 1.076
130 H -3.74908 -0.57303 5.02972  C121 1.080
131 H -5.56025 -2.41469 5.03532  C122 1.085
132 H -6.05673 -2.96660 6.73312  C122 1.085
133 H -4.44493 -3.33070 6.03862  C122 1.087
134 C -2.17541 2.70552 -11.64299  C135 1.516, H142 1.088, H143 1.091, H144 1.092
135 C -3.29840 2.71398 -10.62450  C134 1.516, N136 1.478, H145 1.087, H146 1.088
136 N -2.78862 2.29250 -9.30224  C135 1.478, C137 1.379, C140 1.323
137 C -2.16666 3.04768 -8.33042  N136 1.379, C138 1.349, H147 1.074
138 C -1.99089 2.22265 -7.27751  C137 1.349, N139 1.361, H148 1.081
139 N -2.46395 0.98771 -7.59946  C138 1.361, C140 1.330, C141 1.450
140 C -2.93364 1.06058 -8.84131  N136 1.323, N139 1.330, H149 1.077
141 C -2.47573 -0.16171 -6.71626  N139 1.450, H150 1.092, H151 1.089, H152 1.090
142 H -1.41071 3.45887 -11.46688  C134 1.088
143 H -2.59205 2.82717 -12.64428  C134 1.091
144 H -1.66943 1.73936 -11.70298  C134 1.092
145 H -4.09198 2.03557 -10.92630  C135 1.087
146 H -3.71902 3.70421 -10.46174  C135 1.088
147 H -1.90662 4.08829 -8.39129  C137 1.074
148 H -1.45813 2.45591 -6.36662  C138 1.081
149 H -3.38107 0.26423 -9.41127  C140 1.077
150 H -1.51640 -0.22240 -6.19842  C141 1.092
151 H -2.62528 -1.06574 -7.30540  C141 1.089
152 H -3.31673 -0.11757 -6.02429  C141 1.090
153 Cl 1.59349 -3.82297 -4.09089  no bonds
154 Cl -2.89563 -2.03727 3.16338  no bonds
155 Cl 1.01276 1.01489 -5.31797  no bonds
156 Cl 0.39599 -4.60734 1.13344  no bonds
157 Cl 3.05565 2.58857 -2.03644  no bonds

Summary:
Energy above the lowest of the compared OMol25 structures with the same formula, charge and spin (eV): 0.000
Strongest force on any atom (eV/Å): 3.1
Charge: +3

These are the Mulliken partial charges, in e, on atoms 1 to 99:
1. C -0.72
2. C -0.69
3. N 0.14
4. C -0.68
5. C -0.38
6. N 0.23
7. C -0.18
8. C -0.84
9. H 0.03
10. H 0.40
11. H 0.32
12. H 0.36
13. H 0.40
14. H 0.72
15. H 0.41
16. H 0.41
17. H 0.25
18. H 0.36
19. H 0.37
20. C -0.86
21. C -0.70
22. N 0.28
23. C -0.40
24. C -0.47
25. N 0.28
26. C -0.25
27. C -0.82
28. H 0.48
29. H 0.39
30. H 0.15
31. H 0.21
32. H 0.43
33. H 0.46
34. H 0.42
35. H 0.33
36. H 0.33
37. H 0.33
38. H 0.35
39. C 0.11
40. C -0.57
41. N 0.67
42. C -0.56
43. C -1.13
44. N 0.42
45. C -0.29
46. C -0.54
47. H -0.08
48. H 0.19
49. H -0.15
50. H 0.14
51. H 0.12
52. H 0.69
53. H 0.50
54. H 0.35
55. H 0.10
56. H 0.30
57. H 0.25
58. C -1.14
59. C -0.58
60. N 0.27
61. C -0.80
62. C -0.57
63. N 0.28
64. C -0.06
65. C -0.60
66. H 0.35
67. H 0.35
68. H 0.37
69. H 0.37
70. H 0.29
71. H 0.49
72. H 0.58
73. H 0.47
74. H 0.12
75. H 0.34
76. H 0.32
77. C -1.23
78. C -0.35
79. N 0.15
80. C -0.38
81. C -0.46
82. N 0.22
83. C -0.22
84. C -1.17
85. H 0.39
86. H 0.35
87. H 0.34
88. H 0.38
89. H 0.39
90. H 0.42
91. H 0.45
92. H 0.50
93. H 0.27
94. H 0.41
95. H 0.50
96. C -1.16
97. C -0.44
98. N 0.20
99. C -0.59



(2)
DFT (wB97M-V/def2-TZVPD) results for C4H6O in the gas phase.

Last columns: bonded neighbours and bond lengths (Å).
Element x y z (Å)
1 O -1.07486 -1.84451 0.48768  C2 1.379, H6 0.962
2 C -0.24297 -1.28829 -0.46163  O1 1.379, C3 1.319, H7 1.092
3 C 0.17970 -0.05805 -0.24100  C2 1.319, C4 1.456, C5 1.475
4 C -0.03701 0.96573 0.77115  C3 1.456, C5 1.526, H8 1.088, H9 1.087
5 C 0.89612 1.21976 -0.40949  C3 1.475, C4 1.526, H10 1.091, H11 1.091
6 H -1.68933 -2.45786 0.07343  O1 0.962
7 H 0.03950 -1.93677 -1.29375  C2 1.092
8 H -1.01293 1.44539 0.78898  C4 1.088
9 H 0.39940 0.78037 1.74944  C4 1.087
10 H 0.55424 1.91343 -1.17889  C5 1.091
11 H 1.96756 1.27311 -0.21131  C5 1.091

Summary:
Energy above the lowest of the compared OMol25 structures with the same formula, charge and spin (eV): 1.466
SMILES: OC=C1CC1
Strongest force on any atom (eV/Å): 0.5

Per-atom natural (NBO) charges, elementary charge units:
1. O -0.69
2. C 0.12
3. C -0.10
4. C -0.43
5. C -0.42
6. H 0.48
7. H 0.17
8. H 0.22
9. H 0.22
10. H 0.22
11. H 0.22



Number 1: DFT total energy -5057.95798 a.u., HOMO-LUMO gap 4.948 eV, HOMO energy -10.336 eV. Number 2: DFT total energy -231.16983 a.u., HOMO-LUMO gap 9.608 eV, HOMO energy -8.725 eV.